[1]
Density functional theory data (ωB97M-V with the def2-TZVPD basis set) for a cluster of 2 separate species, C5H14BrNSi in total.

As for the total charge: 0. The frontier orbital gap comes out at 6.7976 eV. As for the molar mass: 196.16 g/mol.

Geometry (Å):
1 Br -4.219 1.218 -1.595
2 Si 0.570 -0.151 0.724
3 N -0.413 1.223 0.081
4 C -0.925 -0.008 -1.994
5 C 1.904 -0.455 -0.567
6 C -1.068 1.139 -1.090
7 C 1.296 0.618 2.327
8 C -0.579 -1.617 1.021
9 H -1.904 -0.287 -2.392
10 H -0.137 0.295 -2.699
11 H 2.812 -0.617 0.061
12 H 1.765 -1.409 -1.194
13 H -1.654 1.907 -1.700
14 H -0.596 2.133 0.472
15 H 1.775 1.672 2.212
16 H 2.052 -0.081 2.744
17 H 0.672 0.829 3.151
18 H 2.123 0.447 -1.093
19 H -0.324 -2.691 0.756
20 H -1.023 -1.680 2.012
21 H -0.765 -1.011 -1.487
22 H -1.361 -1.474 0.252

Mulliken population analysis, charges in e, atoms 1 to 4: -0.711, 0.230, -0.122, -0.986

[2]
Density functional theory data (ωB97M-V with the def2-TZVPD basis set) for a cluster of 2 separate species, C5H14INSi in total.

As for the total charge: 0. The frontier orbital gap (alpha / beta) comes out at 8.4966 / 6.8487 eV. As for the molar mass: 243.16 g/mol.

Geometry (Å):
1 I 0.561 4.136 -0.645
2 Si 0.185 0.746 0.134
3 N -0.822 -0.385 -0.552
4 C -0.490 -1.026 -1.842
5 C -0.421 1.587 1.776
6 C -1.583 -1.271 0.318
7 C 2.645 -1.940 1.279
8 C 0.102 2.045 -1.279
9 H -2.094 -0.587 1.116
10 H 1.621 -2.238 1.512
11 H -1.098 2.460 1.457
12 H 3.380 -2.558 0.824
13 H -1.393 -1.276 -2.224
14 H -0.734 0.843 2.421
15 H 0.497 2.104 2.115
16 H -0.051 -0.284 -2.557
17 H 0.127 -1.888 -1.766
18 H -2.355 -1.634 -0.317
19 H 2.764 -0.845 1.334
20 H -0.796 2.068 -1.797
21 H -0.949 -2.021 0.757
22 H 0.905 1.965 -2.063

Mulliken population analysis, charges in e, atoms 1 to 4: -0.079, -0.009, 0.366, -1.056

[3]
Density functional theory data (ωB97M-V with the def2-TZVPD basis set) for a cluster of 2 separate species, C5H14N in total.

As for the total charge: +1. The frontier orbital gap comes out at 6.7400 eV. As for the molar mass: 88.17 g/mol.

Geometry (Å):
1 N 1.075 0.238 0.135
2 C -1.085 -1.054 1.250
3 C -2.495 -0.472 -0.806
4 C -0.696 1.901 0.354
5 C -1.084 -0.596 -0.214
6 C -0.160 0.666 -0.380
7 H -2.469 -0.276 -1.881
8 H -1.676 -0.443 1.932
9 H 1.871 0.647 -0.382
10 H -0.642 1.725 1.467
11 H -1.710 2.169 0.101
12 H -0.233 0.932 -1.485
13 H -1.425 -2.099 1.375
14 H -0.008 -0.955 1.610
15 H 8.820 -1.592 -0.914
16 H -3.069 -1.402 -0.724
17 H -0.010 2.699 0.124
18 H 8.602 -1.057 -0.442
19 H -0.485 -1.338 -0.796
20 H -3.122 0.308 -0.325

Mulliken population analysis, charges in e, atoms 1 to 4: -0.121, -1.366, -1.401, -1.254

[4]
Density functional theory data (ωB97M-V with the def2-TZVPD basis set) for a cluster of 2 separate species, C5H14N in total.

As for the total charge: +1. The frontier orbital gap comes out at 4.7578 eV. As for the molar mass: 88.17 g/mol.

Geometry (Å):
1 N -1.376 0.962 0.076
2 C 0.317 -1.622 -0.875
3 C 1.385 0.693 -0.934
4 C 1.381 -0.678 -0.330
5 C -2.647 0.947 0.823
6 C 1.233 -0.420 1.195
7 H 1.417 -1.326 1.856
8 H -2.901 -0.054 1.284
9 H 0.220 0.011 1.346
10 H 1.930 0.779 -2.006
11 H 2.340 -1.261 -0.536
12 H -1.621 1.584 -0.697
13 H 0.270 -1.583 -2.024
14 H -3.533 1.317 0.277
15 H -0.729 -1.355 -0.513
16 H 0.575 -2.651 -0.606
17 H 2.029 0.264 1.451
18 H 0.228 1.036 -1.061
19 H 1.864 1.519 -0.382
20 H -2.474 1.469 1.802

Mulliken population analysis, charges in e, atoms 1 to 4: -0.077, -1.096, -0.881, 0.587

[5]
Density functional theory data (ωB97M-V with the def2-TZVPD basis set) for the molecule C5H14N2.

The SMILES is CC[C@H](C)NNC. As for the total charge: 0. The frontier orbital gap comes out at 9.5350 eV. As for the molar mass: 102.18 g/mol.

Geometry (Å):
1 N -0.454 1.046 -0.098
2 N -1.890 0.883 0.491
3 C 0.244 -0.050 0.535
4 C 2.814 -0.698 0.048
5 C -2.933 0.892 -0.527
6 C -0.121 -1.424 -0.017
7 C 1.795 0.412 0.229
8 H 2.722 -1.464 0.823
9 H 2.065 0.998 1.116
10 H 0.152 -0.033 1.626
11 H 2.704 -1.173 -0.932
12 H 3.833 -0.299 0.099
13 H -0.064 -1.447 -1.110
14 H -2.049 1.642 1.157
15 H -1.129 -1.721 0.285
16 H -2.843 0.015 -1.178
17 H -0.470 0.880 -1.107
18 H 0.547 -2.195 0.378
19 H -3.922 0.840 -0.056
20 H -2.904 1.796 -1.147
21 H 1.903 1.099 -0.617

Mulliken population analysis, charges in e, atoms 1 to 4: -0.524, -0.295, 0.340, -1.230

[6]
Density functional theory data (ωB97M-V with the def2-TZVPD basis set) for the molecule C5H14N2.

The SMILES is CNC[C@@H](C)NC. As for the total charge: 0. The frontier orbital gap comes out at 8.9820 eV. As for the molar mass: 102.18 g/mol.

Geometry (Å):
1 N 0.526 0.258 1.111
2 N 0.480 0.269 -1.563
3 C -0.772 0.061 0.523
4 C 1.204 -0.513 -2.544
5 C -0.708 -0.364 -0.987
6 C -1.617 -0.973 1.249
7 C 0.814 1.360 2.110
8 H -1.238 1.038 0.657
9 H -0.738 -1.472 -1.021
10 H 2.046 -0.019 -3.000
11 H -1.177 -1.940 0.940
12 H -0.153 1.716 2.427
13 H 1.321 2.147 1.563
14 H 1.490 -1.487 -2.170
15 H 1.492 1.004 2.885
16 H 0.543 -0.643 -3.440
17 H 0.963 0.809 -0.869
18 H 1.168 -0.482 1.337
19 H -2.654 -0.854 0.962
20 H -1.458 -0.771 2.345
21 H -1.518 0.090 -1.555

Mulliken population analysis, charges in e, atoms 1 to 4: -0.326, -0.261, 0.368, -0.922

[7]
Density functional theory data (ωB97M-V with the def2-TZVPD basis set) for the molecule C5H14N2.

The SMILES is CNCC[C@@H](C)N. As for the total charge: 0. The frontier orbital gap comes out at 9.5088 eV. As for the molar mass: 102.18 g/mol.

Geometry (Å):
1 N -2.827 0.655 0.002
2 N 1.569 -0.420 0.035
3 C -0.576 0.220 1.141
4 C 0.908 0.613 0.834
5 C -1.401 -1.056 -1.116
6 C -1.446 0.275 -0.212
7 C 2.956 -0.097 -0.488
8 H 1.755 -1.422 0.570
9 H -2.019 -2.001 -0.581
10 H 0.886 1.554 0.329
11 H -3.085 0.637 1.027
12 H -1.081 0.819 1.909
13 H 2.826 0.870 -0.978
14 H 1.607 0.728 1.821
15 H 3.763 0.303 0.288
16 H -1.773 -0.770 -2.059
17 H -3.594 0.886 -0.632
18 H -0.670 -0.797 1.430
19 H -0.380 -1.491 -1.350
20 H -0.998 1.106 -0.805
21 H 3.581 -0.613 -1.165

Mulliken population analysis, charges in e, atoms 1 to 4: -0.492, -0.222, -0.872, -0.686

[8]
Density functional theory data (ωB97M-V with the def2-TZVPD basis set) for the molecule C5H14N2.

The SMILES is CC(C)NCCN. As for the total charge: 0. The frontier orbital gap comes out at 9.8818 eV. As for the molar mass: 102.18 g/mol.

Geometry (Å):
1 N 0.199 -0.007 0.940
2 N 1.468 -2.358 -0.586
3 C -0.349 -1.360 0.672
4 C 0.043 -2.006 -0.658
5 C -1.476 1.705 0.428
6 C 1.021 1.877 -0.402
7 C -0.208 1.049 -0.086
8 H 1.884 -2.395 -1.501
9 H -0.591 -2.882 -0.799
10 H -1.423 -1.372 0.864
11 H -2.257 0.937 0.461
12 H -1.450 2.151 1.427
13 H -0.411 0.456 -0.984
14 H 1.113 2.672 0.346
15 H -1.865 2.528 -0.178
16 H 0.765 2.534 -1.253
17 H -0.162 -1.315 -1.484
18 H 1.892 1.241 -0.464
19 H -0.304 0.315 1.759
20 H 1.916 -1.785 0.107
21 H 0.196 -1.981 1.392

Mulliken population analysis, charges in e, atoms 1 to 4: -0.430, -0.629, -1.051, -0.100

[9]
Density functional theory data (ωB97M-V with the def2-TZVPD basis set) for a cluster of 2 separate species, C5H14N2 in total.

The SMILES is C=C(C)C.NCN. As for the total charge: 0. The frontier orbital gap comes out at 10.0060 eV. As for the molar mass: 102.18 g/mol.

Geometry (Å):
1 N 2.161 -0.539 1.240
2 N 1.781 -2.529 -0.295
3 C 2.688 -1.697 0.498
4 C -0.515 0.786 -1.234
5 C -1.157 1.280 1.149
6 C -1.494 1.179 -0.144
7 C -2.913 1.465 -0.607
8 H -0.864 -0.114 -1.756
9 H -1.879 1.559 1.935
10 H -3.564 1.772 0.236
11 H 1.390 -0.852 1.848
12 H 0.477 0.613 -0.835
13 H 3.482 -1.338 -0.165
14 H -0.482 1.572 -2.016
15 H 1.313 -1.987 -0.988
16 H -3.362 0.569 -1.055
17 H 3.150 -2.373 1.240
18 H -0.107 1.103 1.475
19 H 1.040 -2.929 0.266
20 H 1.775 0.162 0.568
21 H -2.919 2.297 -1.359

Mulliken population analysis, charges in e, atoms 1 to 4: -0.590, -0.582, -0.490, -0.829

[10]
Density functional theory data (ωB97M-V with the def2-TZVPD basis set) for a cluster of 2 separate species, C5H14N2 in total.

The SMILES is C=CC.CCNN. As for the total charge: 0. The frontier orbital gap comes out at 9.5304 eV. As for the molar mass: 102.18 g/mol.

Geometry (Å):
1 N -0.062 1.072 1.329
2 N 1.322 1.314 1.558
3 C 1.282 -1.575 -1.545
4 C 0.017 -1.448 -0.752
5 C -0.434 1.510 0.025
6 C -0.073 -1.754 0.565
7 C -1.946 1.565 -0.119
8 H 1.455 -0.675 -2.143
9 H -2.373 0.568 0.006
10 H -2.215 1.928 -1.110
11 H -1.027 -1.997 1.014
12 H 0.798 -2.104 1.106
13 H -0.891 -1.425 -1.343
14 H 1.215 -2.422 -2.233
15 H 0.023 2.476 -0.194
16 H -2.374 2.228 0.631
17 H 1.915 0.719 0.974
18 H 1.519 1.098 2.529
19 H -0.069 0.676 -0.703
20 H 2.145 -1.722 -0.897
21 H -0.226 -0.032 1.303

Mulliken population analysis, charges in e, atoms 1 to 4: -0.350, -0.586, -1.111, 0.140

[11]
Density functional theory data (ωB97M-V with the def2-TZVPD basis set) for the molecule C5H14N2.

The SMILES is CC(C)[C@H](N)CN. As for the total charge: 0. The frontier orbital gap comes out at 9.8145 eV. As for the molar mass: 102.18 g/mol.

Geometry (Å):
1 N -1.708 -0.596 1.158
2 N 1.291 -0.528 2.319
3 C 0.966 -0.180 -1.756
4 C -0.389 0.024 -1.059
5 C 0.740 0.007 1.087
6 C -0.739 1.586 -0.905
7 C -0.416 -0.593 0.404
8 H 0.589 1.095 1.270
9 H -1.071 -0.558 -1.721
10 H 1.596 -0.098 0.567
11 H 1.245 0.667 -2.362
12 H 0.923 -1.030 -2.447
13 H 1.882 -0.359 -1.179
14 H 1.551 -1.522 2.242
15 H -2.345 -0.116 0.466
16 H -0.975 1.955 -1.944
17 H -0.218 -1.696 0.291
18 H -1.677 1.806 -0.298
19 H 0.787 -0.497 3.201
20 H 0.156 2.155 -0.547
21 H -2.186 -1.521 1.216

Mulliken population analysis, charges in e, atoms 1 to 4: -0.742, -0.683, -1.338, 0.289